74
Properties=species:S:1:pos:R:3:forces:R:3 method="wB97M-V/def2-TZVPD" lumo_energy_ev=-1.3 homo_ev=-8.2
Tl -0.149498 -0.495613 -0.995234 -0.01 -0.21 -0.02
S 1.791723 -3.334138 -4.823719 -0.11 0.04 0.01
C 0.507137 -2.468097 -4.045327 0.10 -0.07 0.00
S -0.900259 -1.774577 -4.321151 -0.04 0.06 -0.07
S 1.630419 -2.765151 -2.763131 -0.09 -0.06 -0.26
C -2.344699 -3.833511 -1.281731 0.06 0.03 0.00
Sb -3.375333 -1.966908 -1.028458 -0.02 -0.07 -0.04
C -4.997148 -2.448622 -2.348474 -0.02 0.05 0.02
C -4.350190 -2.586613 0.814081 0.01 0.07 0.01
C -5.116868 -1.468836 1.451991 -0.01 -0.04 0.04
C -6.369880 -1.142622 0.930141 -0.01 -0.01 0.00
C -7.127182 -0.104186 1.442484 -0.01 0.00 -0.01
C -6.637053 0.632141 2.510666 0.00 0.01 0.01
C -5.401264 0.313406 3.045549 0.00 0.01 -0.02
C -4.621398 -0.726409 2.536058 -0.01 0.00 -0.03
C -3.278349 -0.981233 3.149305 -0.01 -0.04 0.03
Sb -1.658190 -0.137047 1.967771 0.03 0.08 0.03
C -2.610135 1.752666 1.703291 -0.02 0.02 -0.01
C -0.397136 0.417068 3.602099 0.00 0.04 0.02
H -3.040557 -4.667433 -1.191383 -0.02 0.03 0.00
H -1.573591 -3.930159 -0.516642 0.01 0.00 -0.01
H -1.868009 -3.863276 -2.261761 -0.01 0.00 0.03
H -5.415345 -3.421147 -2.091520 0.01 -0.01 0.01
H -4.628478 -2.474002 -3.373277 0.01 0.00 0.00
H -5.771536 -1.686433 -2.277430 0.00 -0.01 -0.01
H -3.570428 -2.993602 1.456313 0.01 0.02 0.02
H -5.019087 -3.404963 0.543936 0.02 -0.02 -0.04
H -6.757959 -1.730432 0.104728 0.00 0.00 0.00
H -8.095506 0.123434 1.016319 0.00 0.00 0.00
H -7.215586 1.445116 2.929231 0.00 0.00 0.00
H -5.022637 0.883806 3.886177 0.00 -0.01 0.00
H -3.080314 -2.041280 3.307714 0.01 0.00 -0.03
H -3.211722 -0.483415 4.117302 0.00 -0.01 0.01
H -2.880699 2.164654 2.675321 -0.01 -0.01 0.00
H -3.513666 1.611369 1.111802 0.00 0.03 -0.01
H -1.936425 2.436977 1.191571 0.00 -0.03 0.01
H -0.992481 0.878207 4.389732 -0.02 -0.01 -0.01
H 0.332921 1.140815 3.240462 0.02 -0.02 -0.01
H 0.117751 -0.454612 4.003371 0.02 0.00 0.00
F 5.066927 0.164083 -1.504395 0.00 -0.03 0.00
C 4.198565 0.231476 -2.526305 -0.02 0.06 -0.03
C 2.956855 0.808920 -2.317270 0.04 0.00 0.01
C 2.122889 0.884675 -3.420138 -0.03 0.01 0.02
F 0.900149 1.422593 -3.322135 0.03 -0.01 -0.06
C 2.496303 0.410221 -4.667956 -0.05 -0.02 -0.02
F 1.673863 0.518920 -5.711188 0.01 -0.04 0.03
C 3.735828 -0.180689 -4.827132 0.02 -0.02 0.00
F 4.106153 -0.645667 -6.014888 -0.01 0.01 0.02
C 4.598151 -0.277481 -3.746066 0.01 0.02 0.01
F 5.797307 -0.837015 -3.900702 -0.01 0.00 0.00
Ge 2.544761 1.528676 -0.519758 -0.03 0.06 -0.02
S 0.474410 2.030360 -0.199301 -0.01 0.07 0.06
C 3.784180 3.048697 -0.362641 0.04 -0.06 -0.02
C 3.504044 4.189458 -1.097932 -0.02 -0.01 0.03
F 2.421801 4.219169 -1.884608 0.00 0.01 0.00
C 4.312627 5.310766 -1.074006 0.01 0.00 -0.01
F 4.009801 6.391392 -1.791047 0.00 0.00 0.00
C 5.460018 5.295435 -0.299776 0.00 0.01 0.00
F 6.253954 6.360098 -0.265586 -0.01 -0.01 0.00
C 5.788369 4.163800 0.425418 0.01 0.00 0.01
F 6.906028 4.143291 1.150741 -0.01 0.00 0.00
C 4.954300 3.060612 0.377901 -0.02 0.00 -0.05
F 5.341118 1.978401 1.064816 -0.04 -0.01 0.05
C 2.990152 0.143864 0.822839 0.01 0.06 0.02
C 3.032641 0.525944 2.154463 -0.08 0.01 -0.01
F 2.857853 1.814732 2.477198 0.07 -0.01 -0.02
C 3.223368 -0.370538 3.187520 -0.01 -0.02 0.01
F 3.252976 0.037581 4.454172 0.01 0.00 0.01
C 3.363920 -1.717597 2.894382 0.00 -0.01 0.01
F 3.539312 -2.598806 3.873856 -0.01 0.01 -0.02
C 3.304375 -2.142417 1.580034 -0.01 -0.04 -0.03
F 3.418853 -3.439411 1.290420 0.00 0.02 0.01
C 3.115123 -1.208592 0.575860 0.07 0.03 0.03
F 3.041681 -1.680295 -0.684965 0.15 0.05 0.26

50
Properties=species:S:1:pos:R:3:forces:R:3 method="wB97M-V/def2-TZVPD" lumo_energy_ev="-12.7 / -12.6" s2=3.752 spin_multiplicity=4 charge=+3 homo_ev="-17.2 / -17.2"
Er -1.931775 -1.733137 1.309626 0.23 0.37 -3.77
C -0.296106 -0.600222 2.629399 5.48 3.39 3.46
O 0.564697 -0.088934 3.221968 -4.44 -2.75 -2.80
C -2.132605 -2.049473 3.765724 -0.78 -0.89 3.94
O -2.200892 -2.173677 4.891164 0.24 0.38 -2.89
C -0.333237 -3.443954 1.768916 5.65 -5.71 0.52
O 0.488890 -4.267480 1.839621 -4.53 4.51 -0.27
C -3.173845 0.167819 1.982702 -4.39 7.25 1.20
O -3.767294 1.164205 2.133376 3.43 -5.75 -0.77
C -5.541800 -4.438088 -0.254282 0.13 0.03 1.57
H -5.970537 -3.577939 -0.735125 -0.31 0.13 -0.20
H -4.834519 -5.016376 -0.819591 0.05 -0.32 -0.23
C -5.851561 -4.757596 1.024928 0.78 0.69 -1.19
H -5.396657 -5.596078 1.519606 -0.02 -0.37 0.05
H -6.531347 -4.159369 1.603680 -0.36 0.06 0.07
O -0.814954 -0.685348 -0.146122 -1.17 -1.20 2.24
As 0.536130 0.350075 -0.600069 0.10 0.87 -0.23
C 1.990772 -0.846048 -0.988097 0.18 0.09 -0.05
C 1.909209 -2.240255 -0.885262 -0.27 0.29 0.07
C 3.034658 -3.011719 -1.150363 -0.16 -0.32 0.11
C 4.235962 -2.408840 -1.507180 0.14 0.13 -0.07
C 4.321977 -1.025924 -1.610944 -0.11 0.24 -0.01
C 3.200342 -0.247238 -1.353433 -0.17 0.18 0.02
C -0.145085 1.529684 -1.925701 0.27 -0.24 -0.49
C 0.747251 1.872569 -2.942675 -0.03 0.01 0.31
C 0.452061 2.948379 -3.768778 0.10 -0.13 -0.12
C -0.736567 3.647214 -3.581657 0.09 0.16 -0.30
C -1.631709 3.292557 -2.579579 -0.29 -0.28 0.38
C -1.342837 2.219144 -1.738116 0.24 0.14 -0.09
C 1.005679 1.624043 0.796306 0.40 -0.63 0.24
C 2.319283 1.624876 1.264029 0.15 -0.21 -0.12
C 2.740704 2.572426 2.191521 0.14 0.06 0.24
C 1.830068 3.520581 2.667736 0.09 -0.12 -0.02
C 0.509922 3.519100 2.211251 -0.29 -0.03 0.14
C 0.101332 2.563582 1.281959 -0.34 0.00 -0.03
H 0.965070 -2.713626 -0.616931 0.18 0.02 -0.18
H 2.978175 -4.101098 -1.080218 -0.01 0.39 -0.04
H 5.115262 -3.010316 -1.713163 -0.15 -0.01 0.04
H 5.247545 -0.525873 -1.889167 -0.14 -0.24 0.04
H 3.256242 0.835418 -1.421596 0.18 -0.10 -0.07
H 1.676171 1.319466 -3.037636 -0.07 0.11 -0.26
H 1.157515 3.222262 -4.554057 -0.30 0.00 0.19
H -0.970367 4.479996 -4.239347 0.03 -0.10 0.14
H -2.560778 3.848678 -2.433797 0.33 -0.17 -0.15
H -2.010861 1.943246 -0.929697 -0.13 0.07 -0.13
H 3.007967 0.874103 0.892779 0.10 0.12 0.18
H 3.777804 2.551269 2.563425 -0.64 0.08 -0.26
H 2.146292 4.248862 3.412410 -0.06 -0.11 -0.21
H -0.217131 4.249353 2.598919 0.47 -0.39 -0.26
H -0.924515 2.529698 0.931540 0.01 0.32 0.02

17
Properties=species:S:1:pos:R:3:forces:R:3 method="wB97M-V/def2-TZVPD" lumo_energy_ev=-4.5 charge=+1 homo_ev=-13.6
C 1.048104 1.140802 -0.856710 1.06 0.94 -1.14
C 2.198585 0.770986 -0.406873 -0.23 -0.38 -0.17
C 2.006195 -0.032459 0.816672 -0.01 -0.02 0.55
C 0.658814 -0.139284 0.124216 0.53 -0.32 0.11
C 0.275232 -1.445403 -0.488584 -0.20 -0.35 -0.04
C -1.643649 0.880045 0.000001 -0.49 -0.08 -0.20
N -0.281887 0.847576 0.490288 -0.09 0.05 1.00
H 0.585339 1.614533 -1.694295 -0.59 0.09 -0.04
H 2.625717 -0.921011 0.878700 -0.09 -0.02 0.03
H 1.994925 0.519117 1.750990 -0.06 0.04 0.09
H 0.976358 -1.722593 -1.273149 0.06 0.07 0.02
H -0.725712 -1.422347 -0.910954 0.01 -0.01 -0.04
H 0.315349 -2.223321 0.276762 -0.09 0.08 -0.01
H -2.294332 0.230065 0.589930 0.06 -0.01 -0.07
H -2.012738 1.901489 0.068594 0.02 -0.02 -0.02
H -1.685460 0.566187 -1.042011 0.02 0.06 0.02
H -0.140433 1.298309 1.388233 0.07 -0.11 -0.09

76
Properties=species:S:1:pos:R:3:forces:R:3 method="wB97M-V/def2-TZVPD" lumo_energy_ev=1.4 charge=-1 homo_ev=-5.1
C -3.335146 2.114734 -0.084832 0.29 -0.02 0.23
C -2.649406 2.668233 1.170339 0.30 -0.94 -0.23
F -3.583438 3.416638 1.950131 -0.19 0.15 0.00
In -1.671233 1.011937 2.346339 -0.07 0.41 0.42
O -2.325105 -0.875230 1.675937 0.20 0.40 -0.21
O 0.368227 1.102292 1.880042 -0.41 -0.19 -0.25
H -4.405641 2.298758 -0.082105 -0.14 0.24 0.01
H -3.217771 1.036126 -0.141651 -0.07 -0.22 -0.08
H -2.883804 2.542824 -0.978842 -0.17 0.12 -0.22
H -1.893270 3.377926 0.854207 0.07 0.28 0.11
H -1.997707 1.192849 4.080108 0.12 -0.17 -0.14
H -1.872810 -1.002669 0.831069 -0.12 -0.20 0.23
H 0.448489 0.794952 0.966968 0.13 0.07 0.24
C -3.044877 -2.456757 4.185663 0.07 -0.10 -0.24
N -3.476017 -3.807233 4.645799 -0.01 0.11 0.03
O -3.458647 -4.721193 3.838740 0.01 -0.05 0.04
O -3.821198 -3.926931 5.802939 0.01 -0.04 -0.01
H -2.767739 -2.502801 3.138165 -0.05 0.12 -0.03
H -3.879532 -1.776833 4.328038 0.03 0.03 0.11
H -2.196520 -2.160915 4.795679 -0.08 0.05 0.11
C -1.141559 -4.743430 1.658008 0.08 0.01 0.19
N -0.741660 -4.091438 0.386362 -0.04 0.06 0.05
O -0.403058 -2.932501 0.429611 0.19 -0.01 -0.18
O -0.782561 -4.766917 -0.630080 -0.04 -0.06 0.02
H -1.059890 -4.010202 2.449844 -0.02 0.09 -0.07
H -2.167582 -5.077930 1.546850 0.00 -0.03 -0.02
H -0.476235 -5.588267 1.825624 -0.18 0.20 -0.15
C 0.518617 6.828719 1.017616 -0.12 0.13 0.04
N 0.253742 5.497395 0.409972 -0.04 -0.02 -0.02
O -0.743771 5.374810 -0.271225 0.09 0.01 -0.06
O 1.063260 4.624748 0.638220 0.03 0.03 -0.10
H -0.279735 7.501542 0.729419 -0.03 -0.04 -0.03
H 0.550599 6.691953 2.094044 0.08 -0.04 0.00
H 1.478563 7.170713 0.643121 0.05 -0.05 0.05
C 1.840326 2.798290 -2.228932 0.00 0.11 0.22
N 2.236145 3.446334 -3.507889 -0.02 -0.02 0.02
O 2.569978 4.617314 -3.473005 -0.01 -0.05 -0.01
O 2.200673 2.769958 -4.512490 0.02 0.03 0.00
H 1.921815 3.525415 -1.430468 -0.02 0.01 -0.01
H 0.815405 2.458214 -2.339920 0.01 -0.07 -0.04
H 2.510159 1.959502 -2.066528 -0.04 -0.06 -0.08
C 0.880921 -4.244912 -3.155869 0.00 -0.13 0.01
N 2.059245 -3.912810 -4.001551 -0.03 -0.06 -0.03
O 2.612100 -4.814109 -4.599998 0.01 0.04 0.01
O 2.400838 -2.746806 -4.042721 -0.04 -0.02 0.01
H 0.700763 -5.310288 -3.218987 0.05 -0.02 -0.02
H 1.107271 -3.946880 -2.138448 -0.05 0.12 -0.01
H 0.037784 -3.678807 -3.537915 0.02 0.10 0.08
C -4.751514 3.402053 4.884267 0.02 0.03 -0.19
N -5.277110 2.115361 5.416034 0.19 0.11 -0.07
O -5.350229 1.188109 4.643802 -0.17 -0.19 0.08
O -5.586654 2.080999 6.593845 -0.03 -0.02 -0.05
H -4.511342 3.270729 3.834726 0.03 -0.05 0.04
H -5.525672 4.150382 5.028431 0.01 0.00 0.11
H -3.863778 3.646926 5.458779 -0.03 0.01 0.06
C 4.319938 7.089173 -4.447720 0.08 -0.06 -0.08
N 4.714904 7.945477 -3.297278 0.04 -0.01 0.01
O 5.747508 7.681157 -2.717494 -0.03 0.03 -0.01
O 3.969599 8.861840 -3.013064 0.01 -0.01 0.00
H 5.072119 6.321720 -4.579643 0.02 0.00 0.06
H 3.356511 6.651278 -4.214978 -0.04 0.03 -0.02
H 4.254910 7.732507 -5.320138 -0.07 0.05 0.03
C 4.973174 -1.927925 -5.664657 0.03 -0.09 -0.13
N 6.382354 -1.449102 -5.631076 0.01 -0.02 -0.06
O 7.164749 -1.920361 -6.433589 -0.01 0.02 0.03
O 6.660604 -0.613616 -4.796776 0.01 -0.01 -0.01
H 4.881175 -2.664527 -6.453027 0.05 -0.01 -0.01
H 4.745948 -2.361171 -4.698495 -0.04 0.09 0.05
H 4.341065 -1.066150 -5.853627 -0.01 0.03 0.12
C -0.765855 -9.404760 3.043242 -0.01 0.08 0.16
N -0.326804 -8.758977 1.776460 -0.03 0.08 0.01
O 0.019562 -7.595609 1.828825 0.11 -0.31 -0.02
O -0.349548 -9.440222 0.775516 0.02 0.00 0.02
H -0.694185 -8.677073 3.842312 0.01 0.04 -0.03
H -1.790552 -9.733015 2.900965 0.02 -0.07 -0.05
H -0.109884 -10.251519 3.218962 -0.04 -0.05 -0.06